Entry 1:
Molecular formula: C29H26O5S
Method: DFT, ωB97M-V with the def2-TZVPD basis set

Structure (XYZ):
```
61
Properties=species:S:1:pos:R:3:forces:R:3:mulliken_charge:R:1
C 6.769 -1.395 -1.143 -0.103 0.053 -0.086 -0.4869
C 5.915 -2.096 -2.000 -0.004 0.079 -0.027 -0.4908
C 5.060 -1.409 -2.862 0.158 0.440 0.074 -0.3835
C 5.103 -0.014 -2.876 -0.050 -0.216 0.674 0.4846
O 4.219 0.692 -3.707 -1.088 0.162 -0.089 -0.4886
C 2.893 0.764 -3.276 1.004 -0.384 0.375 0.1767
C 2.542 1.722 -2.315 0.041 -0.126 -0.110 -0.5931
C 1.252 1.736 -1.832 -0.310 0.058 0.014 -0.6603
C 0.262 0.819 -2.299 0.470 0.262 -0.192 0.6860
C -1.031 0.895 -1.722 0.118 -0.279 -0.421 -0.5094
C -2.096 -0.032 -1.844 -0.483 -0.331 0.176 0.8342
C -3.414 0.429 -1.548 0.390 -0.071 0.083 -0.5581
C -4.507 -0.411 -1.672 -0.048 -0.001 -0.038 -0.6106
C -4.330 -1.736 -2.101 0.399 0.356 0.038 -0.3825
C -3.042 -2.218 -2.374 0.094 -0.004 0.017 -0.7821
C -1.931 -1.401 -2.207 -0.095 0.180 -0.025 -0.0854
C 0.640 -0.072 -3.349 0.058 -0.165 0.186 -0.4589
C 1.952 -0.141 -3.786 -0.195 0.177 0.019 -0.2691
C 5.961 0.705 -2.042 -0.337 -0.314 -0.189 -0.2265
C 6.780 0.003 -1.158 0.064 -0.064 -0.135 -0.4383
H 7.420 -1.940 -0.454 -0.250 0.208 -0.260 0.3685
H 5.899 -3.186 -2.004 0.037 0.315 0.096 0.3513
H 4.353 -1.924 -3.514 0.283 0.055 0.186 0.3054
H 3.301 2.416 -1.951 -0.262 -0.230 -0.078 0.3898
H 0.968 2.456 -1.064 0.111 -0.203 -0.093 0.2693
H -1.246 1.805 -1.159 0.055 -0.229 0.003 0.2771
H -3.527 1.468 -1.229 -0.103 -0.353 -0.056 0.3568
H -5.503 -0.038 -1.429 0.312 -0.143 -0.095 0.4012
H -5.194 -2.395 -2.201 0.266 0.185 0.028 0.4062
H -2.902 -3.251 -2.703 -0.057 0.340 0.259 0.3585
H -0.925 -1.808 -2.313 -0.421 0.046 0.124 0.6479
H -0.111 -0.703 -3.822 0.253 0.178 0.153 0.7196
H 2.271 -0.892 -4.509 -0.158 0.367 0.066 0.5084
H 5.944 1.794 -2.081 0.068 -0.283 0.048 0.4342
H 7.427 0.563 -0.482 -0.146 -0.228 -0.184 0.3572
C -4.892 -3.458 2.374 -0.097 0.078 0.183 -1.3565
C -3.547 -3.080 1.801 0.124 0.302 0.450 0.4122
O -3.008 -2.052 2.668 -0.483 -1.209 -1.274 -0.3271
C -1.783 -1.579 2.246 1.005 1.813 1.356 0.5895
C -1.397 -0.563 3.202 0.292 -0.451 -0.979 -0.6605
S 0.103 0.244 3.278 -1.674 0.049 0.401 1.0743
C -0.357 1.983 3.460 0.216 0.178 0.099 -0.0499
C -0.611 2.731 2.309 -0.222 0.337 0.333 -0.0525
C -1.042 4.054 2.427 0.170 -0.252 0.008 -0.3641
C -1.174 4.644 3.686 -0.027 -0.133 0.041 -0.5211
C -0.855 3.908 4.828 0.082 -0.065 -0.138 -0.4092
C -0.421 2.584 4.720 -0.209 0.070 -0.309 -0.4329
O 0.766 -0.072 4.523 0.516 0.092 -0.056 -0.7155
O 0.799 0.216 2.018 0.641 -0.339 -0.508 -0.5746
O -1.212 -2.002 1.245 -0.530 -0.061 -0.062 -0.6870
H -5.362 -4.231 1.766 -0.014 -0.059 0.000 0.3998
H -4.778 -3.832 3.398 -0.076 0.077 -0.192 0.3356
H -5.552 -2.584 2.392 0.068 -0.137 0.062 0.3025
H -2.867 -3.948 1.787 -0.154 0.369 -0.141 0.2968
H -3.665 -2.687 0.777 0.229 -0.137 0.261 -0.1733
H -2.014 -0.433 4.083 0.177 -0.050 -0.043 0.3123
H -0.460 2.282 1.329 -0.121 -0.060 0.254 0.2135
H -1.266 4.614 1.522 0.046 0.038 0.191 0.3526
H -1.515 5.677 3.773 0.092 -0.293 -0.011 0.3532
H -0.937 4.359 5.815 0.037 -0.015 -0.216 0.3589
H -0.123 2.022 5.603 -0.155 0.021 -0.251 0.4144
```
Positions in Å, forces in eV/Å.

Calculated values
ΔE to the lowest compared entry with this formula, charge and spin	35.1	kcal per mole

Entry 2:
Molecular formula: C29H27BrCoN9O7
Method: DFT, ωB97M-V with the def2-TZVPD basis set

Structure (XYZ):
```
74
Properties=species:S:1:pos:R:3:forces:R:3:mulliken_charge:R:1
Co -0.232 -0.015 0.447 0.199 0.160 0.109 1.4612
O -1.829 -3.659 -3.805 0.099 0.257 -0.137 -0.5669
C -2.837 -3.493 -2.953 0.180 -0.666 0.435 0.4023
O -3.909 -4.004 -3.114 -0.073 0.277 -0.151 -0.5661
C -2.557 -2.717 -1.704 -0.037 0.227 -0.108 0.2018
C -3.516 -2.516 -0.729 -0.023 0.027 -0.024 -0.4388
N -2.969 -1.731 0.210 0.002 -0.043 0.005 -0.3252
N -1.707 -1.417 -0.081 -0.025 0.047 0.021 0.3110
C -1.433 -2.009 -1.236 -0.020 0.030 -0.020 0.0041
C -0.061 -1.761 -1.801 0.039 -0.225 0.134 0.9495
O 0.212 -2.145 -2.937 -0.154 0.082 -0.118 -0.8127
O 0.734 -1.133 -1.017 -0.015 -0.004 -0.022 -0.6099
H -1.006 -3.195 -3.507 -0.089 -0.003 0.015 0.3804
H -4.527 -2.887 -0.670 -0.001 0.000 -0.002 0.5561
H -3.380 -1.387 1.064 -0.020 -0.020 -0.008 0.1582
C -1.927 2.890 1.854 0.044 -0.074 -0.034 -1.0892
O -1.595 2.190 0.643 0.001 0.016 -0.012 0.0199
C -2.159 2.675 -0.496 0.024 -0.031 0.005 0.0965
C -3.002 3.778 -0.542 -0.014 0.030 -0.021 -0.6156
C -3.543 4.185 -1.757 -0.007 0.007 0.013 -0.7887
Br -4.660 5.696 -1.793 -0.003 0.000 -0.003 -0.1308
C -3.288 3.493 -2.918 -0.008 -0.001 -0.017 -0.8030
C -2.450 2.368 -2.877 -0.016 -0.034 0.038 0.3517
C -1.851 1.993 -1.670 -0.037 -0.009 -0.084 0.6053
O -0.977 0.929 -1.599 0.444 0.228 -0.159 0.0273
C -2.331 1.598 -4.097 0.035 -0.033 0.010 0.4264
N -2.854 2.044 -5.268 -0.023 0.011 -0.025 -0.6549
C -2.664 1.069 -6.142 0.008 -0.020 0.001 0.3778
C -3.042 1.012 -7.519 -0.001 0.010 0.007 -0.7494
C -2.759 -0.134 -8.191 0.007 -0.022 -0.003 -0.5579
C -2.111 -1.226 -7.543 -0.007 0.006 -0.011 -0.4837
C -1.715 -1.202 -6.200 0.002 -0.007 0.018 -0.6320
C -1.997 -0.047 -5.524 0.040 -0.013 0.002 0.7808
N -1.791 0.363 -4.221 -0.064 0.072 0.070 0.2459
H -3.005 2.877 2.013 0.001 0.002 0.011 0.4386
H -1.562 3.917 1.806 0.009 -0.007 0.021 0.4022
H -1.442 2.349 2.655 0.065 -0.063 0.042 0.1951
H -3.241 4.335 0.350 0.002 -0.004 -0.019 0.6033
H -3.736 3.785 -3.856 0.003 0.000 0.003 0.6870
H -0.052 1.230 -1.868 -0.210 -0.088 0.127 0.2859
H -3.538 1.856 -7.977 0.001 0.002 0.002 0.5047
H -3.028 -0.239 -9.232 0.001 0.000 0.000 0.4288
H -1.919 -2.122 -8.119 0.002 -0.001 0.002 0.4517
H -1.241 -2.056 -5.740 0.008 -0.007 0.008 0.4538
H -1.378 -0.168 -3.467 0.044 -0.027 -0.062 0.1382
N 1.765 1.397 -1.775 -0.153 -0.020 0.074 -0.4123
C 2.038 1.965 -0.517 -0.046 -0.052 -0.082 0.6291
C 2.901 3.050 -0.390 0.009 0.034 0.014 -1.1360
C 3.120 3.588 0.860 0.006 0.002 -0.030 -0.4012
C 2.489 3.021 1.962 -0.011 -0.024 0.020 -1.0046
C 1.650 1.954 1.747 0.001 -0.010 0.039 -0.3805
N 1.398 1.436 0.532 -0.158 -0.021 -0.016 0.2696
H 2.342 1.788 -2.508 -0.025 -0.013 0.001 0.2805
H 1.833 0.378 -1.759 -0.056 0.033 -0.007 0.1557
H 3.398 3.448 -1.265 0.000 -0.006 -0.001 0.4100
H 3.790 4.429 0.979 0.001 0.000 -0.001 0.4543
H 2.650 3.397 2.962 -0.005 0.001 -0.001 0.4957
H 1.141 1.475 2.574 -0.039 0.034 0.001 0.3360
C -1.043 -1.097 5.216 -0.001 -0.002 0.003 -0.8794
N -0.062 -1.432 4.180 -0.047 0.039 -0.020 0.1616
C 0.970 -2.293 4.406 0.037 -0.009 -0.008 -0.1317
C 1.862 -2.620 3.447 -0.015 0.005 0.014 -1.2230
C 1.682 -2.034 2.158 -0.020 0.006 0.064 0.8159
N 0.696 -1.157 1.972 0.129 -0.141 -0.058 0.2244
C -0.192 -0.864 2.940 0.111 -0.023 0.001 -0.0873
O -1.101 -0.062 2.653 -0.117 0.069 -0.081 -0.6459
N 2.464 -2.321 1.123 -0.038 -0.045 0.003 -0.2496
H -0.753 -1.587 6.140 -0.001 -0.001 0.001 0.3274
H -2.032 -1.438 4.916 -0.001 0.002 0.000 0.3076
H -1.069 -0.020 5.364 0.001 0.001 0.002 0.3133
H 1.027 -2.704 5.405 -0.004 -0.002 -0.001 0.3940
H 2.664 -3.313 3.648 -0.001 -0.003 0.004 0.4606
H 3.185 -3.018 1.203 0.005 0.005 0.006 0.2496
H 2.181 -2.006 0.202 0.027 0.052 0.003 0.1456
```
Positions in Å, forces in eV/Å.

Calculated values
charge	+2
spin multiplicity	5
⟨S²⟩	6.039
ΔE to the lowest compared entry with this formula, charge and spin	0.0	kcal per mole